Record 1
One molecule with the formula C2H2Br2OS. Source: the OMol25 dataset; level of theory: ωB97M-V with the def2-TZVPD basis set.

Positions of all 8 atoms, in Å:
H  -0.2656  1.3866  0.1278
C  -0.9155  -1.3066  -1.8533
S  0.3542  1.0472  -1.0156
O  -0.7930  -2.0881  -2.7122
Br  1.7397  -1.8166  -0.9812
H  -0.4720  -0.9939  0.1996
C  0.1234  -0.8192  -0.8003
Br  -2.7178  -0.6069  -1.5957

Atoms 1-6, force components in eV/Å:
H -0.083 0.008 -0.166
C 0.698 2.358 4.255
S 0.517 1.561 0.181
O 0.833 -2.804 -3.573
Br -0.119 0.273 0.111
H 1.821 0.566 -1.687

Summary:
<S²> ... 2.02
Total charge ... 0
Relative energy (zero: lowest compared OMol25 entry of this formula, charge and spin) ... 3.4 kcal/mol
2S+1 ... 3
E_HOMO (spin up / spin down) ... -5.497 / -9.555 eV
Orbital gap (spin up / spin down) ... 5.568 / 5.055 eV

Here are the natural (NBO) charges for atoms 1 to 4, given in e: H 0.13; C 0.27; S 0.27; O -0.48



Record 2
A 8-piece molecular cluster, C26H54O12S overall. Source: the OMol25 dataset; level of theory: ωB97M-V with the def2-TZVPD basis set.

Positions of all 93 atoms, in Å:
H  1.0760  1.7879  -0.6855
H  -3.5253  -7.7519  -1.6481
H  -3.4122  2.9721  0.1300
C  -2.2950  -7.9999  0.9064
O  4.2103  3.3661  -1.4040
H  3.4120  -0.7139  -2.0474
O  -1.7204  -5.8845  -0.0018
H  -7.0782  -0.7079  2.2105
H  0.2584  0.2437  -0.2010
H  -2.3375  5.5661  2.7047
H  1.2578  5.1510  -0.9135
C  1.9482  -5.6566  4.5305
H  1.7673  5.7787  -4.8140
H  -2.1697  -3.3406  0.1093
C  -5.8481  0.6544  1.1107
C  2.5870  -0.7934  -2.7582
C  -2.4736  -7.4644  -1.6042
C  -6.1807  0.2692  -0.3066
O  0.7595  -5.8554  4.6396
C  2.2401  -3.2963  -2.2738
C  0.5906  1.6832  1.4074
H  3.8680  4.4787  0.7514
H  0.2187  0.8511  2.0232
C  -2.1706  4.5605  0.8342
H  3.4158  -6.5597  3.2604
H  -5.3950  -1.2548  1.9636
C  -2.1236  -7.0069  -0.2127
C  -0.9562  -3.6350  2.6509
H  2.3461  -7.7043  4.0908
O  4.5611  2.4788  0.7680
S  2.6382  3.7443  -1.8599
H  0.0482  2.5882  1.7351
C  -6.0333  -0.3950  2.1742
H  -3.6283  4.5249  -0.7302
H  -0.6722  -3.1937  3.6056
H  0.8478  8.2944  -4.6828
H  -0.9422  -2.2401  -0.5407
H  2.9762  -0.9831  -3.7601
C  2.5327  -4.2816  4.7199
C  4.1850  2.2225  -0.5461
H  -3.7196  5.8074  1.6202
H  -5.7567  0.0188  3.1425
C  0.2634  1.3370  -0.0910
H  -0.4940  -3.9005  -0.1306
C  1.7129  8.5817  -5.2828
H  2.5264  8.9037  -4.6306
H  1.6230  3.8333  1.1359
H  3.0300  -3.9582  3.8038
H  -3.3391  -8.3107  0.9719
C  2.3396  3.2014  1.6956
H  2.6139  -3.5956  -3.2545
H  4.3328  3.7833  2.2894
O  -0.9669  4.7063  0.8020
H  3.6315  -6.8919  5.0025
O  2.1735  7.4882  -7.3375
H  3.0502  -3.3243  -1.5429
H  2.8883  5.4157  -6.1348
H  -2.1908  3.5306  -1.0304
O  2.0085  1.8354  1.4852
H  -1.8453  -8.3107  -1.8868
O  2.6864  4.3613  -3.2104
C  -2.9920  5.0795  1.9827
C  3.8215  3.5434  1.3397
H  -3.5074  4.2524  2.4740
H  3.4425  6.3859  -4.7600
H  -2.3024  -6.6499  -2.3064
C  1.6616  -1.9075  -2.3462
C  -0.7715  -2.6196  1.5544
C  2.9024  -6.7743  4.1992
H  3.2457  -4.2907  5.5461
H  -6.0007  1.1184  -0.9641
C  -1.1178  -3.0580  0.1560
H  1.4318  9.4115  -5.9299
H  -5.5488  -0.5618  -0.6244
H  3.2069  1.7018  -0.6205
H  4.9298  1.5130  -0.9501
H  1.4639  -3.9956  -1.9654
H  2.0375  0.1475  -2.7666
H  -7.2320  -0.0148  -0.3783
H  -2.0067  -7.5362  1.8489
H  -0.3241  -4.5037  2.4643
H  1.7350  -3.5781  4.9525
C  2.5922  6.1689  -5.4064
O  -0.3612  -1.5025  1.8011
O  2.2120  5.0190  -0.8557
O  -5.4472  1.7634  1.3840
C  -2.9032  3.8509  -0.2709
H  -1.6590  -8.8696  0.7332
O  0.5003  -1.6958  -2.0834
C  2.1618  7.4174  -6.1281
H  -2.0021  -3.9412  2.7021
H  2.1822  3.4114  2.7774
H  -0.7017  1.7623  -0.4089

Atoms 1-6, force components in eV/Å:
H -0.585 -0.286 0.024
H 0.058 -0.188 -0.008
H -0.219 0.127 -0.011
C 0.088 0.200 0.222
O -1.523 1.107 -0.065
H 0.114 -0.083 -0.129

Summary:
Total charge ... 0
2S+1 ... 1
E_HOMO ... -8.982 eV
Orbital gap ... 9.335 eV

Here are the Löwdin charges for atoms 1 to 4, given in e: H 0.03; H 0.09; H 0.07; C -0.02



Record 3
C20H23N2O8OsSi as an isolated structure. Source: the OMol25 dataset; level of theory: ωB97M-V with the def2-TZVPD basis set.

Positions of all 55 atoms, in Å:
O  0.5541  -2.3167  -2.8239
O  2.8057  -2.2753  1.1589
C  -4.0221  -2.7501  -0.2861
H  0.2241  -0.7246  4.4815
O  0.4098  2.1359  0.8545
H  -0.9881  0.2384  -2.9121
H  0.3513  2.0004  -2.1960
C  1.8730  3.8748  3.7562
Os  -0.0495  0.4463  0.1496
N  0.6770  1.0683  -1.9745
H  -2.4879  0.1340  4.0421
H  -4.9538  1.5098  0.9310
O  -5.6116  0.7908  1.1338
C  0.7115  -2.3489  -0.0324
H  5.2291  4.0829  4.1164
C  0.0775  0.0274  -2.8235
C  4.2686  3.7549  3.7366
H  0.5142  -0.0399  -3.8202
C  -5.0706  -0.3345  0.6466
O  -3.5709  1.9964  0.0982
C  3.0945  4.2995  4.2509
H  -2.9330  -1.0687  2.8150
O  -1.8486  0.8564  -0.6658
H  -2.3641  -1.5815  -0.9752
C  1.8098  2.9166  2.7487
C  -2.4997  -0.0795  2.9654
C  0.2619  -1.3361  -2.1550
H  1.0946  -3.1573  -0.6522
H  2.9318  1.5861  1.5003
C  0.4272  2.5568  2.2120
H  3.1341  5.0499  5.0305
H  1.2667  -1.2830  3.1679
H  1.6881  1.0574  -2.0377
N  0.0558  -1.3192  -0.8065
H  -6.7188  -1.4866  1.3552
C  -5.2472  -2.7185  0.3750
O  -0.2740  1.6089  2.9743
C  -3.0538  0.9133  -0.1802
C  4.2076  2.7832  2.7450
H  5.1183  2.3446  2.3566
C  2.9796  2.3620  2.2511
C  1.8712  -1.6577  0.6912
C  -5.7709  -1.5269  0.8343
C  -3.8232  -0.3553  -0.0114
H  0.9561  4.2924  4.1567
H  -3.6162  -3.6840  -0.6520
C  -3.3240  -1.5718  -0.4731
H  -5.7994  -3.6374  0.5337
H  -3.1465  0.6600  2.4973
H  -0.1844  3.4733  2.2208
Si  -0.7184  0.0761  2.4025
O  1.7574  -0.3520  0.6941
H  0.0345  -2.7636  0.7213
H  -0.2492  -2.1330  3.5249
C  0.2288  -1.1516  3.4711

Atoms 1-6, force components in eV/Å:
O -0.015 0.003 0.018
O -0.044 0.097 0.054
C 0.006 -0.026 -0.033
H 0.018 -0.093 -0.013
O 0.902 0.825 -0.117
H -0.010 -0.004 0.017

Summary:
Total charge ... -1
Relative energy (zero: lowest compared OMol25 entry of this formula, charge and spin) ... 0.0 kcal/mol
2S+1 ... 1
E_HOMO (spin up / spin down) ... -5.289 / -5.293 eV
Orbital gap (spin up / spin down) ... 7.532 / 7.532 eV

Here are the natural (NBO) charges for atoms 1 to 4, given in e: O -0.64; O -0.64; C -0.29; H 0.23



Record 4
One molecule with the formula C5H8N2. Source: the OMol25 dataset; level of theory: ωB97M-V with the def2-TZVPD basis set.

Positions of all 15 atoms, in Å:
H  -0.4825  1.3223  -1.2853
C  1.4709  -0.4141  -0.6763
C  -0.3607  1.3827  -0.1950
N  -1.3389  -2.6094  -0.3456
H  1.2297  0.6914  1.1677
N  -1.4590  0.7785  0.5836
H  0.8622  -0.7689  -1.5150
H  1.9718  -1.2831  -0.2370
C  -0.6456  -0.4055  0.9082
H  -0.6214  -0.6305  1.9806
H  -0.1553  2.4227  0.0809
H  2.2395  0.2563  -1.0757
H  -2.3074  0.5831  0.0629
C  -1.0202  -1.6411  0.2028
C  0.6168  0.3156  0.3432

Atoms 1-6, force components in eV/Å:
H -0.003 -0.020 0.161
C 0.010 -0.025 -0.020
C 0.151 0.232 -0.171
N 0.311 0.931 0.483
H -0.109 -0.049 -0.119
N -0.248 -0.038 -0.065

Summary:
Total charge ... 0
Relative energy (zero: lowest compared OMol25 entry of this formula, charge and spin) ... 30.2 kcal/mol
2S+1 ... 1
SMILES ... C[C@H]1CN[C@H]1C#N
E_HOMO ... -9.658 eV
Orbital gap ... 10.605 eV

Here are the natural (NBO) charges for atoms 1 to 4, given in e: H 0.18; C -0.62; C -0.22; N -0.32



Short version: electronic energy = -155068.7300 -63240.2340 -50824.8598 -8293.6878 eV, in the order given.
Short version: largest force on an atom = 4.91 2.82 1.61 1.09 eV/A, in the order given.